## a
ORCA calculation (wB97M-V/def2-TZVPD) on a molecular structure, C6H10N2.

The spin multiplicity is 1. The calculation puts the HOMO energy at -8.4414 eV.

Geometry (Å):
C (2.270, -0.335, 0.050)
C (1.063, 0.809, -0.019)
C (-1.265, 0.793, -0.105)
C (-0.896, -0.242, 1.031)
C (-1.476, -0.394, -0.857)
C (0.826, -0.627, -0.538)
H (3.093, -0.855, -0.807)
H (2.627, -0.217, 1.189)
H (1.095, 0.654, 1.077)
H (0.241, 2.489, -0.202)
H (-2.062, 1.465, 0.325)
H (-0.527, -0.115, 2.060)
H (-1.959, -0.749, 1.352)
H (-1.315, -0.776, -1.923)
H (-2.336, -1.069, -0.517)
H (1.010, -1.147, -1.624)
N (0.058, 1.638, -0.500)
N (-0.445, -1.321, 0.007)

## b
ORCA calculation (wB97M-V/def2-TZVPD) on C6H10N2 in the gas phase.

As for the structure (SMILES): C[C@H]1CCCN1C#N. The spin multiplicity is 1. The calculation puts the HOMO energy at -9.0951 eV.

Geometry (Å):
C (-2.180, -0.079, -0.309)
C (-0.776, -0.255, 0.255)
C (0.192, -1.155, -0.748)
C (1.635, -0.850, -0.245)
C (1.503, 0.517, 0.215)
C (-0.056, 2.273, 0.908)
H (-2.695, -1.018, -0.353)
H (-2.153, 0.270, -1.252)
H (-2.555, 0.794, 0.303)
H (-0.916, -0.766, 1.299)
H (-0.013, -2.268, -0.585)
H (0.186, -1.242, -1.783)
H (1.857, -1.514, 0.645)
H (2.068, -0.922, -1.132)
H (2.222, 0.568, 1.093)
H (1.760, 1.490, -0.550)
N (0.095, 0.893, 0.790)
N (-0.173, 3.265, 1.451)

## c
ORCA calculation (wB97M-V/def2-TZVPD) on a molecular structure, C6H10N2.

The spin multiplicity is 1. The calculation puts the HOMO energy at -7.8342 eV.

Geometry (Å):
C (-0.406, -0.802, -1.683)
C (-0.201, -0.062, -0.322)
C (-1.296, -0.423, 0.708)
C (-0.134, 1.376, -0.189)
C (0.752, 1.774, 0.862)
C (1.135, -0.338, 0.249)
H (-1.351, -0.403, -2.048)
H (-0.258, -1.880, -1.746)
H (0.628, -0.616, -2.315)
H (-2.271, 0.614, 0.826)
H (-0.749, -0.391, 1.814)
H (-1.951, -1.418, 0.425)
H (-1.110, 2.155, -0.262)
H (0.649, 2.820, 1.384)
H (2.639, 0.749, 1.299)
H (0.947, -2.277, -0.381)
N (1.556, 0.724, 1.033)
N (1.421, -1.602, 0.345)

## d
ORCA calculation (wB97M-V/def2-TZVPD) on a molecular structure, C6H10N2.

The spin multiplicity is 1. The calculation puts the HOMO energy at -7.8970 eV.

Geometry (Å):
C (-0.430, 0.044, 1.155)
C (-0.175, 1.313, 1.939)
C (0.807, -0.182, -0.198)
C (0.409, 0.701, -1.271)
C (-0.739, -0.653, -1.308)
C (-0.922, -1.983, -1.136)
N (2.029, -0.589, -0.076)
N (0.914, 1.562, -2.020)
H (2.231, -1.252, -0.832)
H (1.568, 2.188, -1.538)
H (-1.496, -0.050, 0.960)
H (-0.158, -0.846, 1.724)
H (-1.510, -0.159, -1.899)
H (0.877, 1.413, 2.217)
H (-0.423, 2.197, 1.343)
H (-0.795, 1.331, 2.843)
H (-0.339, -2.582, -0.447)
H (-1.847, -2.453, -1.453)

Which structure is the least stable? The one labeled a.

## a
ORCA calculation (wB97M-V/def2-TZVPD) on a molecular structure, C4H9NO2S.

The spin multiplicity is 1. The calculation puts the HOMO energy at -9.9152 eV.

Geometry (Å):
C (-1.206, -0.329, 1.145)
C (-0.303, -0.074, -0.069)
C (0.356, 1.336, -0.297)
C (0.771, -1.128, -0.198)
N (-1.404, -0.361, -1.056)
O (-3.101, 1.316, 0.103)
O (-3.603, -1.022, -0.101)
S (-2.576, -0.004, 0.010)
H (-1.154, -1.479, 1.360)
H (-1.202, 0.176, 1.992)
H (1.258, 1.309, 0.256)
H (-0.413, 2.031, -0.020)
H (0.423, 1.516, -1.292)
H (1.394, -1.194, 0.694)
H (1.171, -1.157, -1.163)
H (0.353, -2.194, -0.220)
H (-1.147, -0.228, -2.022)

## b
ORCA calculation (wB97M-V/def2-TZVPD) on C4H9NO2S in the gas phase.

The spin multiplicity is 1. The calculation puts the HOMO energy (spin up / spin down) at -7.9889 / -7.9897 eV.

Geometry (Å):
C (1.499, 0.382, 1.095)
C (1.065, 1.056, -0.046)
C (-1.378, -0.693, 0.520)
C (-1.003, -0.990, -0.905)
N (0.009, 1.910, -0.005)
O (0.565, -2.310, 1.393)
O (-0.145, -0.509, 2.900)
S (-0.112, -1.061, 1.587)
H (2.439, -0.183, 1.145)
H (1.258, 0.833, 2.109)
H (1.688, 0.984, -1.013)
H (-1.962, 0.168, 0.788)
H (-1.758, -0.728, -1.691)
H (-0.433, -1.866, -0.948)
H (-0.276, -0.076, -1.020)
H (-0.210, 2.456, -0.798)
H (-0.504, 2.065, 0.853)

## c
ORCA calculation (wB97M-V/def2-TZVPD) on C4H9NO2S in the gas phase.

The spin multiplicity is 1. The calculation puts the HOMO energy (spin up / spin down) at -8.5155 / -8.5168 eV.

Geometry (Å):
C (-1.819, 1.063, -0.243)
C (-0.585, 1.785, -0.281)
C (-1.533, -0.445, 0.057)
C (2.919, -0.880, -0.495)
N (0.617, 0.030, -0.791)
O (2.015, 1.104, 1.003)
O (-0.485, -0.757, -0.861)
S (1.628, -0.258, 0.591)
H (-2.514, 1.470, 0.593)
H (-2.356, 1.095, -1.325)
H (-0.423, 2.218, -1.238)
H (0.077, 1.931, 0.595)
H (-1.209, -0.674, 1.091)
H (-2.367, -1.005, -0.437)
H (3.699, -0.124, -0.563)
H (2.365, -1.049, -1.437)
H (3.361, -1.890, -0.059)

## d
ORCA calculation (wB97M-V/def2-TZVPD) on C4H9NO2S in the gas phase.

As for the structure (SMILES): C=C(CN)S(C)(=O)=O. The spin multiplicity is 1. The calculation puts the HOMO energy at -9.6710 eV.

Geometry (Å):
C (0.360, -1.484, 1.223)
C (0.452, -0.445, 0.421)
C (-1.655, -0.280, -1.628)
C (1.564, 0.381, -0.137)
N (1.736, 1.586, 0.668)
O (-2.193, -0.394, 0.851)
O (-1.216, 1.666, 0.184)
S (-1.169, 0.263, 0.052)
H (-0.580, -1.837, 1.527)
H (1.102, -2.147, 1.525)
H (-2.431, 0.336, -1.887)
H (-0.862, -0.208, -2.395)
H (-1.972, -1.266, -1.551)
H (1.102, 0.563, -1.198)
H (2.623, 0.041, -0.145)
H (0.818, 1.858, 1.036)
H (2.320, 1.368, 1.453)

Which structure is the least stable? The one labeled c.

## a
ORCA calculation (wB97M-V/def2-TZVPD) on 9 unconnected molecules or ions with the total composition C9H36O9.

As for the structure (SMILES): CO.CO.CO.CO.CO.CO.CO.CO.CO. The spin multiplicity is 1. The calculation puts the HOMO energy at -9.6134 eV.

Geometry (Å):
C (8.458, 5.999, 18.045)
O (8.063, 7.322, 18.356)
H (8.898, 6.015, 17.038)
H (9.190, 5.605, 18.752)
H (7.655, 5.260, 17.946)
H (7.093, 7.370, 18.394)
C (8.609, 10.291, 15.970)
O (8.989, 11.669, 16.080)
H (7.597, 10.267, 15.577)
H (9.255, 9.753, 15.262)
H (8.782, 9.768, 16.915)
H (9.904, 11.673, 16.382)
C (3.539, 10.812, 20.351)
O (4.358, 9.675, 20.083)
H (3.468, 11.018, 21.423)
H (3.878, 11.661, 19.770)
H (2.484, 10.621, 20.102)
H (4.121, 9.019, 20.746)
C (5.479, 7.336, 23.863)
O (6.364, 8.409, 23.642)
H (4.731, 7.335, 23.054)
H (5.968, 6.366, 23.715)
H (4.947, 7.344, 24.808)
H (6.977, 8.202, 22.930)
C (7.758, 9.402, 20.760)
O (7.539, 8.036, 21.086)
H (8.233, 9.540, 19.786)
H (6.798, 9.926, 20.646)
H (8.282, 9.882, 21.584)
H (7.388, 7.565, 20.249)
C (9.796, 8.477, 24.291)
O (10.119, 7.151, 23.888)
H (8.816, 8.578, 24.769)
H (10.549, 8.775, 25.020)
H (9.824, 9.112, 23.399)
H (9.680, 6.952, 23.057)
C (7.179, 13.189, 18.772)
O (7.240, 13.434, 17.375)
H (6.591, 12.314, 19.052)
H (8.223, 13.129, 19.106)
H (6.810, 14.060, 19.314)
H (7.810, 12.750, 16.969)
C (6.863, 12.047, 23.812)
O (5.625, 12.289, 23.180)
H (6.989, 10.994, 24.088)
H (7.688, 12.166, 23.099)
H (7.098, 12.760, 24.607)
H (4.941, 12.052, 23.813)
C (4.277, 6.162, 18.728)
O (5.212, 7.221, 18.617)
H (4.007, 5.673, 17.788)
H (4.667, 5.416, 19.420)
H (3.344, 6.509, 19.186)
H (4.739, 7.982, 18.260)

## b
ORCA calculation (wB97M-V/def2-TZVPD) on 9 unconnected molecules or ions with the total composition C9H36O9.

As for the structure (SMILES): CO.CO.CO.CO.CO.CO.CO.CO.CO. The spin multiplicity is 1. The calculation puts the HOMO energy at -9.7944 eV.

Geometry (Å):
C (-4.429, -5.018, -9.268)
O (-3.124, -4.406, -9.414)
H (-4.302, -5.949, -8.716)
H (-5.137, -4.382, -8.736)
H (-4.813, -5.263, -10.259)
H (-2.672, -4.845, -10.138)
C (-4.900, -1.250, -8.994)
O (-4.179, -1.663, -10.080)
H (-5.882, -1.723, -8.960)
H (-4.349, -1.365, -8.060)
H (-5.136, -0.186, -8.986)
H (-3.822, -2.531, -9.876)
C (-0.737, -2.249, -10.767)
O (0.543, -1.953, -10.318)
H (-1.238, -2.366, -9.806)
H (-1.156, -1.348, -11.216)
H (-0.646, -3.095, -11.449)
H (0.648, -2.316, -9.435)
C (-4.406, -9.706, -7.459)
O (-4.877, -10.583, -8.495)
H (-3.686, -10.209, -6.815)
H (-3.986, -8.818, -7.933)
H (-5.184, -9.379, -6.770)
H (-5.260, -11.364, -8.089)
C (-8.048, -3.541, -8.226)
O (-7.796, -4.234, -9.477)
H (-8.024, -2.465, -8.401)
H (-9.044, -3.711, -7.819)
H (-7.275, -3.879, -7.535)
H (-7.808, -5.182, -9.331)
C (-2.152, -4.933, -12.931)
O (-2.057, -5.553, -11.592)
H (-1.337, -5.393, -13.489)
H (-3.101, -5.160, -13.418)
H (-2.042, -3.850, -12.876)
H (-2.256, -6.487, -11.685)
C (-7.125, -7.153, -7.684)
O (-8.115, -6.845, -8.644)
H (-6.494, -6.306, -7.417)
H (-7.668, -7.428, -6.779)
H (-6.421, -7.905, -8.040)
H (-8.609, -7.641, -8.853)
C (-5.388, -3.087, -12.874)
O (-5.417, -3.559, -14.208)
H (-5.147, -2.024, -12.867)
H (-6.328, -3.244, -12.346)
H (-4.620, -3.602, -12.297)
H (-4.891, -2.986, -14.770)
C (-3.341, -2.927, -6.136)
O (-2.467, -3.559, -5.239)
H (-3.061, -2.974, -7.189)
H (-4.304, -3.428, -6.040)
H (-3.411, -1.870, -5.880)
H (-2.968, -3.660, -4.425)

## c
ORCA calculation (wB97M-V/def2-TZVPD) on a molecular structure, C9H36O9.

The spin multiplicity is 1. The calculation puts the HOMO energy at -8.6750 eV.

Geometry (Å):
C (-1.031, 2.092, 1.244)
O (0.150, 2.571, 0.684)
H (-1.055, 2.456, 2.271)
H (-1.816, 2.448, 0.576)
H (-0.994, 1.003, 1.226)
H (0.152, 3.529, 0.625)
C (-3.514, 0.647, -0.139)
O (-3.539, 2.064, -0.427)
H (-4.383, 0.181, 0.325)
H (-3.549, 0.124, -1.095)
H (-2.639, 0.547, 0.502)
H (-3.621, 2.630, 0.344)
C (0.888, -0.318, -3.028)
O (1.546, 0.897, -2.879)
H (-0.078, -0.081, -3.475)
H (1.361, -1.109, -3.610)
H (0.709, -0.693, -2.021)
H (1.198, 1.320, -2.091)
C (-0.298, -0.246, 0.317)
O (0.191, -1.573, 0.131)
H (-0.175, 0.336, -0.597)
H (-1.380, -0.273, 0.446)
H (0.331, 0.386, 0.944)
H (1.143, -1.481, 0.217)
C (1.543, 2.319, -1.499)
O (0.790, 1.334, -0.835)
H (0.924, 3.066, -1.996)
H (2.122, 2.907, -0.787)
H (2.184, 1.913, -2.281)
H (0.345, 1.722, -0.078)
C (2.013, -2.678, 3.134)
O (2.481, -2.614, 1.795)
H (1.459, -3.587, 3.372)
H (2.882, -2.700, 3.792)
H (1.351, -1.838, 3.343)
H (2.038, -1.875, 1.370)
C (-0.533, -3.525, 2.205)
O (-0.541, -2.173, 2.209)
H (-1.040, -3.870, 1.304)
H (0.494, -3.883, 2.121)
H (-0.987, -3.991, 3.079)
H (-0.034, -1.906, 1.439)
C (2.610, -0.282, -0.036)
O (1.830, -0.640, 1.045)
H (3.671, -0.378, 0.198)
H (2.377, -0.963, -0.854)
H (2.425, 0.734, -0.384)
H (1.839, 0.106, 1.649)
C (-1.816, 0.990, -2.004)
O (-2.335, 0.006, -2.889)
H (-2.609, 1.726, -1.878)
H (-1.486, 0.538, -1.068)
H (-0.930, 1.511, -2.366)
H (-2.662, 0.573, -3.591)

Which structure is the least stable? The one labeled c.